C10H14BBrCdCl3O3 | wB97M-V/def2-TZVPD

Total charge   +1
Molar mass   491.71 g mol⁻¹
Total energy   -4761.9125 Eh
Gap between HOMO and LUMO   0.0999 Eh

Cartesian coordinates (Å):
1 C 0.07785 1.98171 -0.63205
2 Cl 2.38712 -1.20340 -1.37729
3 C -0.01389 0.59352 2.66606
4 C 1.13016 -0.28478 -0.70342
5 H 0.32036 -0.43414 -3.98676
6 B 0.16935 -0.95005 0.40495
7 H 1.17081 2.44354 2.63482
8 C -2.08723 -1.13072 -1.05230
9 C -0.92811 -1.86457 -2.96021
10 Cd -0.06718 3.66103 3.53207
11 H 0.92290 -2.07204 -3.88721
12 H 0.16580 2.13042 0.42706
13 O -1.46318 -0.80543 -2.25728
14 H 1.97624 1.08000 3.39735
15 C 0.04404 -1.47545 -4.01825
16 C -1.43910 -0.70275 0.23641
17 H -1.74975 0.32215 0.40399
18 H 0.70718 1.81916 4.31264
19 H 1.78458 -0.38113 1.90182
20 C 0.72250 -0.53390 1.96934
21 H -1.93242 -1.29088 0.98629
22 C 1.00698 1.54138 3.28108
23 H 0.58960 -1.41167 2.56750
24 C 1.07071 1.01723 -1.13185
25 O -1.24927 -3.01229 -2.77768
26 Br 0.42641 -2.96619 0.32534
27 H -0.91321 1.68875 -0.93788
28 H 0.26900 2.93076 -1.09835
29 O -3.16874 -1.65217 -1.04565
30 Cl 2.13599 1.62556 -2.27534
31 Cl -0.96697 -0.07049 4.02180
32 H -0.39178 -1.72538 -4.96749
33 H -0.70674 1.13222 2.04049